[1]
DFT (ωB97M-V/def2-TZVPD) results for a cluster of 14 separate species, C42H84O14 in total in a non-equilibrium geometry.

Each line ends with the Löwdin charge.
Positions of all 140 atoms, in Å:
C: 2.4897 9.8416 -7.8816  0.00
C: 3.0290 8.5204 -7.3610  -0.49
O: 2.3971 7.5096 -7.4870  0.08
C: 4.3647 8.5315 -6.6734  -0.01
H: 3.1605 10.2624 -8.6470  0.09
H: 2.4014 10.5926 -7.0949  0.06
H: 1.5163 9.6785 -8.3271  0.06
H: 4.3680 9.3528 -5.9464  0.07
H: 5.1562 8.7252 -7.3969  0.09
H: 4.5254 7.6058 -6.1356  0.08
C: -1.0073 7.9392 -7.3059  -0.02
C: -1.1136 6.4793 -7.3986  -0.50
O: -1.7022 5.9680 -8.3306  0.06
C: -0.4385 5.6991 -6.2900  -0.01
H: -1.9532 8.3826 -7.6292  0.08
H: -0.2670 8.2802 -8.0332  0.09
H: -0.7409 8.2959 -6.3174  0.07
H: 0.6227 5.9829 -6.2582  0.08
H: -0.5495 4.6387 -6.4543  0.08
H: -0.8771 5.9734 -5.3213  0.08
C: 0.5184 18.0896 -8.3138  -0.02
C: 0.2924 16.9507 -7.4007  -0.57
O: -0.7516 16.4288 -7.3580  0.09
C: 1.3858 16.6233 -6.4025  -0.01
H: 0.0455 18.9559 -7.8308  0.10
H: 0.0582 17.9315 -9.2764  0.08
H: 1.5798 18.3332 -8.3870  0.08
H: 1.1480 15.6886 -5.9155  0.06
H: 1.4271 17.4492 -5.6844  0.10
H: 2.3478 16.5728 -6.9144  0.07
C: -5.1497 12.4832 -4.8083  -0.01
C: -5.7995 12.4775 -3.4546  -0.56
O: -6.5177 13.3408 -3.1098  0.11
C: -5.4972 11.3187 -2.5941  -0.01
H: -5.8999 12.1531 -5.5329  0.08
H: -4.3097 11.7883 -4.8484  0.05
H: -4.7924 13.4790 -5.0388  0.08
H: -5.8921 10.4137 -3.0835  0.09
H: -5.9870 11.4249 -1.6337  0.09
H: -4.4186 11.2217 -2.4636  0.08
C: -2.2415 13.9368 -10.5462  -0.02
C: -2.7394 14.4745 -11.8713  -0.47
O: -2.3875 13.9358 -12.9134  0.05
C: -3.6478 15.7129 -11.8551  -0.01
H: -1.2095 14.2653 -10.4316  0.08
H: -2.2697 12.8537 -10.5914  0.05
H: -2.8426 14.3415 -9.7401  0.08
H: -4.3563 15.6883 -11.0350  0.07
H: -4.1855 15.7922 -12.8001  0.08
H: -3.0136 16.6013 -11.7457  0.09
C: -3.2444 8.1908 -3.7046  -0.01
C: -2.4545 9.3239 -4.2451  -0.52
O: -2.8464 9.9034 -5.2183  0.04
C: -1.1593 9.6053 -3.5535  -0.01
H: -4.2976 8.4536 -3.6745  0.08
H: -2.9059 7.9178 -2.7033  0.08
H: -3.0912 7.3157 -4.3415  0.09
H: -0.3565 8.9479 -3.9224  0.09
H: -1.2186 9.4697 -2.4764  0.08
H: -0.7951 10.6168 -3.7693  0.08
C: -1.4118 15.9084 -1.9486  -0.02
C: -2.0881 15.1373 -3.0454  -0.53
O: -3.1250 14.5739 -2.8850  0.10
C: -1.3773 15.0619 -4.3438  -0.02
H: -0.4265 15.4695 -1.7417  0.09
H: -2.0181 15.8734 -1.0530  0.08
H: -1.2404 16.9520 -2.2319  0.09
H: -0.5555 14.3402 -4.2692  0.09
H: -0.9203 16.0258 -4.5723  0.07
H: -2.0639 14.7498 -5.1232  0.08
C: 4.3310 14.5696 -8.9019  -0.02
C: 2.9966 14.0777 -8.3674  -0.47
O: 2.8355 13.8373 -7.1682  0.02
C: 1.8793 13.9297 -9.3560  0.00
H: 5.0339 14.6723 -8.0866  0.08
H: 4.1784 15.5661 -9.3469  0.09
H: 4.7145 13.8968 -9.6661  0.09
H: 2.2594 13.7754 -10.3662  0.09
H: 1.2876 14.8518 -9.3468  0.08
H: 1.2344 13.1015 -9.0723  0.07
C: -4.3281 7.5447 -9.7382  -0.01
C: -5.8254 7.5902 -9.9158  -0.50
O: -6.4587 8.6057 -9.7371  0.04
C: -6.5247 6.3221 -10.2816  -0.01
H: -3.8146 6.8389 -10.3970  0.09
H: -4.1353 7.2139 -8.7087  0.08
H: -3.9334 8.5360 -9.9005  0.06
H: -6.5198 6.2332 -11.3715  0.10
H: -7.5439 6.3537 -9.9176  0.08
H: -6.0023 5.4514 -9.8803  0.09
C: -0.6489 12.0334 -6.8139  0.01
C: -1.2757 11.4841 -8.0624  -0.54
O: -0.6199 11.0762 -8.9447  0.08
C: -2.7680 11.4178 -8.0621  -0.01
H: 0.3239 11.5775 -6.6677  0.06
H: -1.2980 11.9026 -5.9544  0.06
H: -0.4743 13.1152 -6.9627  0.09
H: -3.1055 12.4679 -8.1599  0.09
H: -3.1411 10.9750 -7.1530  0.05
H: -3.1536 10.9295 -8.9575  0.06
C: -5.7841 8.9760 -6.3663  -0.01
C: -7.1707 8.9795 -5.7751  -0.49
O: -7.4107 8.4104 -4.7336  0.06
C: -8.2501 9.7332 -6.5277  -0.01
H: -5.2105 8.1564 -5.9371  0.08
H: -5.2746 9.9163 -6.1779  0.06
H: -5.8193 8.8174 -7.4520  0.06
H: -9.1707 9.7213 -5.9336  0.09
H: -8.4317 9.2652 -7.4935  0.08
H: -7.9660 10.7752 -6.6806  0.07
C: -5.5596 11.9643 -10.6291  -0.01
C: -6.9321 12.5317 -10.5567  -0.52
O: -7.2711 13.4182 -11.2729  0.09
C: -7.8498 11.9445 -9.5304  -0.02
H: -5.0912 11.8337 -9.6526  0.07
H: -4.9273 12.6601 -11.2076  0.08
H: -5.4500 11.0567 -11.2414  0.08
H: -7.4217 11.0431 -9.0872  0.05
H: -8.8130 11.7111 -9.9817  0.09
H: -8.0542 12.6836 -8.7492  0.09
C: -2.4399 9.0134 -14.3620  -0.02
C: -3.2355 9.6862 -13.2776  -0.50
O: -4.4441 9.6605 -13.2738  0.06
C: -2.4772 10.3612 -12.1741  -0.01
H: -2.0607 8.0581 -13.9583  0.10
H: -1.6160 9.6029 -14.7479  0.08
H: -3.1116 8.7374 -15.1778  0.08
H: -2.5764 11.4413 -12.2410  0.06
H: -1.4094 10.1299 -12.2635  0.09
H: -2.8102 9.9771 -11.2147  0.06
C: 2.6665 12.2709 -4.4977  -0.02
C: 2.7062 10.9052 -3.9280  -0.54
O: 2.0775 10.0074 -4.3568  0.08
C: 3.6460 10.6662 -2.7658  -0.01
H: 2.2770 12.2677 -5.5042  0.04
H: 3.6887 12.6523 -4.5629  0.09
H: 2.0807 12.9301 -3.8585  0.09
H: 3.2753 11.1730 -1.8728  0.09
H: 4.6310 11.0823 -2.9788  0.08
H: 3.7224 9.5954 -2.5953  0.08

Properties
Electronic energy   -2704.0458 hartree
Net charge   0
Spin multiplicity   1



[2]
DFT (ωB97M-V/def2-TZVPD) results for a cluster of 14 separate species, C42H84O14 in total in a non-equilibrium geometry.

Each line ends with the Löwdin charge.
Positions of all 140 atoms, in Å:
C: 2.0389 4.6482 1.7130  -0.03
C: 1.9237 4.9576 3.1853  -0.46
O: 2.0670 6.0307 3.7473  0.05
C: 1.6909 3.6565 4.0356  -0.01
H: 1.8820 5.5825 1.0820  0.11
H: 1.3574 3.8891 1.3358  0.05
H: 3.0686 4.2304 1.5496  0.07
H: 1.7125 3.9160 5.0968  0.08
H: 2.4483 2.9442 3.6940  0.07
H: 0.7783 3.0830 3.8124  0.05
C: 5.8495 -0.9209 -0.6324  -0.01
C: 4.6923 -1.8134 -0.9242  -0.46
O: 4.5817 -2.5077 -1.9402  0.03
C: 3.6447 -1.9985 0.1973  -0.01
H: 6.5203 -1.0882 -1.4731  0.09
H: 6.2656 -1.2452 0.3211  0.10
H: 5.5194 0.1108 -0.5232  0.06
H: 2.7582 -2.4703 -0.1757  0.05
H: 3.3664 -0.9760 0.5914  0.09
H: 4.0452 -2.5502 1.0117  0.06
C: -1.7911 -0.1094 -5.4880  -0.01
C: -0.8668 -0.9075 -4.5866  -0.49
O: -1.3154 -1.5386 -3.6579  0.05
C: 0.5973 -0.8620 -4.8886  -0.02
H: -2.7950 -0.2622 -5.1909  0.06
H: -1.5144 -0.2206 -6.5543  0.09
H: -1.6417 0.9447 -5.2867  0.06
H: 0.9743 0.0194 -4.3704  0.05
H: 0.8911 -0.9045 -5.9330  0.09
H: 1.0510 -1.6634 -4.3157  0.06
C: 3.0255 -2.4829 4.4399  -0.04
C: 1.8009 -1.6638 4.6797  -0.50
O: 0.7464 -2.0829 5.0862  0.06
C: 1.9904 -0.2686 4.0758  -0.02
H: 3.7829 -1.9390 3.8555  0.08
H: 2.8045 -3.4765 4.0042  0.09
H: 3.5136 -2.6963 5.4194  0.10
H: 2.8527 0.2511 4.5438  0.09
H: 1.1522 0.4409 4.0979  0.06
H: 2.2692 -0.5122 2.9763  0.11
C: 0.7254 3.9901 -2.6309  -0.01
C: -0.2538 2.8295 -2.8740  -0.46
O: -0.1078 1.9394 -3.6691  0.06
C: -1.3452 2.7608 -1.8411  -0.01
H: 1.3201 4.2861 -3.5543  0.10
H: 1.4057 3.5519 -1.9001  0.07
H: 0.3395 4.9060 -2.1404  0.09
H: -0.9469 3.0746 -0.8746  0.07
H: -1.8569 1.8132 -1.7549  0.07
H: -2.0572 3.5300 -2.0544  0.08
C: -2.6649 3.6470 3.8360  0.00
C: -2.6654 4.1296 2.4024  -0.48
O: -1.6925 4.0105 1.6780  0.04
C: -3.8663 4.9029 1.9013  -0.02
H: -1.7262 3.1509 3.9298  0.05
H: -3.5080 2.9313 4.0002  0.10
H: -2.8096 4.4965 4.4987  0.09
H: -3.5094 5.8909 1.8610  0.07
H: -4.7243 4.8327 2.5816  0.09
H: -4.1656 4.6152 0.9035  0.07
C: -7.3797 0.8871 0.2516  -0.02
C: -6.1290 1.6681 -0.0906  -0.49
O: -5.4189 2.1920 0.7436  0.04
C: -5.8018 1.9199 -1.5669  -0.01
H: -7.6884 0.9435 1.3178  0.10
H: -7.1629 -0.1309 -0.0942  0.08
H: -8.1742 1.3306 -0.4108  0.10
H: -6.7125 2.1484 -2.1219  0.08
H: -5.2368 1.0997 -2.0506  0.08
H: -5.1256 2.7372 -1.5719  0.06
C: 4.7062 2.9279 -0.2965  -0.04
C: 5.4972 2.6816 0.8893  -0.54
O: 5.2729 1.7784 1.6634  0.05
C: 6.6189 3.7043 1.1911  -0.01
H: 4.0904 2.0590 -0.6042  0.10
H: 5.3580 3.3364 -1.0567  0.09
H: 4.0203 3.7778 -0.0928  0.08
H: 7.2186 3.8110 0.2731  0.08
H: 7.1614 3.5081 2.1213  0.08
H: 6.0987 4.6757 1.2129  0.08
C: 2.2628 -5.6947 -1.9701  0.00
C: 0.7877 -5.3911 -2.3914  -0.47
O: 0.0524 -6.3488 -2.5367  0.04
C: 0.3823 -3.9663 -2.6708  -0.01
H: 2.1384 -6.0387 -0.9446  0.06
H: 3.0587 -4.9966 -1.9894  0.04
H: 2.4878 -6.5872 -2.5878  0.09
H: 0.1796 -3.4785 -1.7345  0.07
H: -0.4348 -3.9886 -3.4301  0.10
H: 1.2007 -3.4652 -3.1105  0.05
C: -0.8170 -4.1445 3.2705  -0.02
C: 0.0177 -4.6505 2.0916  -0.52
O: 0.4438 -3.8633 1.2745  0.04
C: 0.2534 -6.0605 1.9267  -0.03
H: -1.1364 -3.1323 3.0545  0.06
H: -0.2285 -4.1949 4.2418  0.10
H: -1.7487 -4.7268 3.4714  0.08
H: -0.2977 -6.3993 1.0962  0.08
H: -0.1577 -6.6079 2.7817  0.08
H: 1.3088 -6.4403 1.7757  0.12
C: 3.4535 2.0034 -4.7228  0.00
C: 4.6579 1.0975 -4.3917  -0.49
O: 5.7484 1.5144 -4.1588  0.07
C: 4.4046 -0.4005 -4.6086  -0.02
H: 3.3277 2.5119 -3.7947  0.06
H: 2.5948 1.3481 -4.9363  0.06
H: 3.7952 2.7441 -5.4204  0.08
H: 5.1522 -1.1212 -4.3133  0.07
H: 4.0786 -0.4831 -5.6797  0.11
H: 3.5392 -0.7610 -4.1124  0.04
C: -3.0208 -2.8179 -0.2065  0.02
C: -3.6478 -1.6923 -1.0440  -0.50
O: -3.1776 -0.6095 -1.1316  0.06
C: -4.8397 -2.0489 -1.8452  -0.01
H: -2.1037 -2.3566 0.2142  0.08
H: -2.6535 -3.5285 -0.9322  0.09
H: -3.6117 -3.3417 0.4928  0.06
H: -5.5636 -1.2674 -1.9580  0.06
H: -5.3753 -2.9498 -1.5307  0.09
H: -4.4641 -2.3429 -2.8044  0.09
C: -4.9209 -3.1207 3.5018  0.00
C: -5.3032 -2.0891 2.4251  -0.50
O: -6.1678 -2.2660 1.5932  0.05
C: -4.6579 -0.7503 2.4828  -0.01
H: -4.4130 -2.5714 4.3149  0.08
H: -4.3052 -3.9255 3.1111  0.07
H: -5.8152 -3.6157 3.8334  0.08
H: -5.2403 0.0081 1.9570  0.06
H: -3.6521 -0.8617 2.0551  0.08
H: -4.3769 -0.5410 3.5409  0.09
C: -0.1662 -0.2252 -0.6781  -0.01
C: 0.1287 0.8167 0.3661  -0.47
O: 1.0862 1.6098 0.2103  0.01
C: -0.8226 0.9043 1.4874  -0.01
H: -1.2786 -0.2992 -0.7341  0.05
H: 0.1249 -1.2851 -0.3607  0.11
H: 0.2517 0.0676 -1.6247  0.07
H: -1.2717 -0.0114 1.7813  0.07
H: -1.6202 1.4811 1.0439  0.08
H: -0.4700 1.4636 2.3423  0.07

Properties
Electronic energy   -2703.9694 hartree
Net charge   0
Spin multiplicity   1



[3]
DFT (ωB97M-V/def2-TZVPD) results for a cluster of 13 separate species, C42H84O33 in total in a non-equilibrium geometry.

Each line ends with the Löwdin charge.
Positions of all 159 atoms, in Å:
C: -0.2291 -5.5844 -0.0734  -0.14
C: -0.9320 -6.9445 0.0934  -0.16
C: -2.3106 -6.5296 0.5611  -0.20
O: -2.0116 -5.5295 1.5350  -0.13
C: -0.7376 -4.9445 1.2144  -0.21
H: -0.6808 -5.1218 -0.9508  0.10
H: 0.8572 -5.6010 -0.0588  0.10
H: -0.4089 -7.4636 0.9014  0.12
H: -0.9202 -7.5621 -0.8069  0.11
H: -2.8327 -7.3909 0.9856  0.12
H: -2.9455 -6.2534 -0.2892  0.11
H: -0.0935 -5.1299 2.0772  0.11
H: -0.8556 -3.8602 1.1455  0.09
C: 0.9599 -0.3703 0.4533  -0.14
C: -0.1211 0.5302 1.0917  -0.13
C: -1.2432 0.4854 0.0583  -0.15
O: -1.0528 -0.7249 -0.7022  -0.16
C: 0.1322 -1.3847 -0.2871  -0.19
H: 1.6430 -0.8364 1.1605  0.09
H: 1.4873 0.2749 -0.2521  0.09
H: 0.1687 1.5636 1.2586  0.09
H: -0.4998 0.0987 2.0214  0.10
H: -1.2106 1.3586 -0.5975  0.11
H: -2.2252 0.4236 0.5319  0.11
H: 0.6620 -1.7099 -1.1857  0.11
H: -0.0413 -2.2078 0.4161  0.11
C: -0.6061 5.2975 -4.9606  -0.16
C: -1.7233 4.4118 -4.3869  -0.17
C: -0.9467 3.3339 -3.6643  -0.20
O: 0.1443 4.0628 -3.0784  -0.18
C: 0.3669 5.2815 -3.7811  -0.20
H: -0.9517 6.2936 -5.2286  0.11
H: -0.2102 4.8309 -5.8660  0.11
H: -2.4578 4.0471 -5.1041  0.11
H: -2.2684 5.0252 -3.6612  0.12
H: -0.5610 2.6312 -4.4082  0.11
H: -1.5359 2.8395 -2.8939  0.11
H: 1.4281 5.3356 -4.0281  0.12
H: 0.1655 6.1970 -3.2109  0.11
C: 4.2673 -4.9032 1.6924  -0.02
O: 4.1362 -3.8669 2.6611  0.01
C: 2.9783 -3.2210 2.7433  -0.61
O: 1.9738 -3.4933 2.1433  0.12
O: 3.1229 -2.3146 3.7034  0.02
C: 1.9636 -1.5831 4.0786  -0.02
H: 4.5238 -4.4643 0.7312  0.08
H: 3.3676 -5.5153 1.6101  0.09
H: 5.0627 -5.5485 2.0572  0.10
H: 2.2228 -0.7407 4.7143  0.09
H: 1.3046 -2.2193 4.6714  0.10
H: 1.4338 -1.1684 3.2211  0.08
C: -2.2534 2.0569 4.8617  -0.05
O: -2.4288 0.9438 3.9974  -0.01
C: -2.1226 -0.2614 4.5024  -0.62
O: -1.6409 -0.4500 5.5877  0.14
O: -2.4271 -1.1625 3.5848  0.00
C: -2.4346 -2.5256 3.9885  -0.02
H: -1.2195 2.2735 5.1201  0.08
H: -2.7977 1.8258 5.7827  0.11
H: -2.7197 2.9480 4.4655  0.06
H: -1.4164 -2.9187 4.0834  0.09
H: -2.8574 -3.0889 3.1605  0.08
H: -2.9211 -2.7050 4.9442  0.10
C: 2.1782 2.0365 8.2123  -0.03
O: 2.1282 1.5401 6.8883  0.02
C: 1.7126 2.3202 5.9171  -0.62
O: 1.2615 3.4297 6.0016  0.13
O: 1.8832 1.6516 4.7745  0.01
C: 1.2081 2.1485 3.6294  -0.03
H: 2.4327 1.2196 8.8807  0.09
H: 1.2308 2.4644 8.5384  0.10
H: 2.9629 2.7914 8.2826  0.10
H: 1.7241 1.7578 2.7609  0.08
H: 1.2181 3.2367 3.5739  0.09
H: 0.1560 1.8712 3.6407  0.07
C: 2.9066 -3.1780 -1.3251  -0.03
O: 4.3186 -3.1615 -1.2053  0.00
C: 4.8912 -1.9881 -0.9923  -0.61
O: 4.3849 -0.9004 -1.0170  0.14
O: 6.1875 -2.2041 -0.8205  0.01
C: 7.0670 -1.1017 -0.8832  -0.04
H: 2.5244 -2.7650 -2.2586  0.09
H: 2.4523 -2.7090 -0.4503  0.08
H: 2.5355 -4.2034 -1.2918  0.09
H: 6.8808 -0.5253 -1.7923  0.10
H: 8.0867 -1.4641 -0.9793  0.09
H: 6.9781 -0.4456 -0.0199  0.09
C: -1.0409 4.4656 -0.2686  -0.02
O: -1.0358 5.2681 0.9009  0.01
C: -1.1931 4.7584 2.0987  -0.61
O: -1.3193 3.5737 2.3391  0.10
O: -1.2122 5.7665 2.9581  0.01
C: -1.2555 5.4447 4.3457  -0.02
H: -1.1302 4.9815 -1.2160  0.09
H: -1.9247 3.8193 -0.1872  0.08
H: -0.1708 3.8050 -0.2744  0.09
H: -2.1541 4.8457 4.4877  0.08
H: -1.2880 6.3175 4.9885  0.10
H: -0.4046 4.8438 4.6754  0.08
C: -4.5210 2.5025 1.6586  -0.02
O: -4.8481 1.4645 0.7259  0.00
C: -4.6899 1.6829 -0.5698  -0.62
O: -4.1669 2.6520 -1.0694  0.11
O: -5.2101 0.6352 -1.2109  0.00
C: -4.9824 0.5408 -2.6202  -0.03
H: -3.4618 2.5176 1.9038  0.07
H: -5.0466 2.2084 2.5664  0.10
H: -4.9439 3.4494 1.3318  0.10
H: -4.9246 -0.5242 -2.8398  0.09
H: -4.0095 0.9408 -2.9039  0.07
H: -5.7649 1.0245 -3.1979  0.10
C: -3.0336 -5.5641 -3.6809  -0.04
O: -2.5818 -4.8125 -2.5734  -0.03
C: -3.4941 -4.1922 -1.8128  -0.65
O: -4.6816 -4.2649 -1.9359  0.15
O: -2.8186 -3.5036 -0.9238  0.00
C: -3.5453 -2.6333 -0.0839  -0.02
H: -3.8933 -6.1936 -3.4361  0.10
H: -2.2279 -6.2624 -3.9027  0.09
H: -3.2938 -4.9591 -4.5472  0.10
H: -4.3512 -2.1256 -0.6185  0.09
H: -2.9474 -1.8764 0.4112  0.08
H: -4.0675 -3.1986 0.6947  0.10
C: 4.1953 1.3414 1.2637  -0.04
O: 3.9126 2.5788 1.9009  -0.01
C: 3.2883 3.5386 1.2070  -0.61
O: 2.9450 3.4008 0.0520  0.11
O: 2.9119 4.4947 2.0200  0.01
C: 2.1817 5.6107 1.5136  -0.01
H: 5.0739 1.4349 0.6248  0.09
H: 3.3706 0.9744 0.6589  0.06
H: 4.4361 0.6577 2.0744  0.10
H: 1.5285 5.9492 2.3124  0.09
H: 1.6341 5.4741 0.5858  0.09
H: 2.9271 6.3870 1.3258  0.10
C: 4.5549 -1.8293 -5.2965  -0.05
O: 3.5195 -1.5091 -4.3944  -0.02
C: 3.2634 -0.2124 -4.1792  -0.62
O: 3.8626 0.6811 -4.7149  0.14
O: 2.2618 -0.1430 -3.3314  0.00
C: 1.9469 1.1336 -2.7887  -0.02
H: 4.3495 -1.5575 -6.3307  0.10
H: 4.6830 -2.9101 -5.2435  0.09
H: 5.5032 -1.3951 -4.9750  0.10
H: 0.9947 1.0471 -2.2649  0.08
H: 1.7505 1.8781 -3.5604  0.09
H: 2.6659 1.5367 -2.0769  0.10
C: -3.3983 0.1975 -7.4690  -0.05
O: -2.9543 -0.7908 -6.5606  0.01
C: -2.4904 -0.3670 -5.3884  -0.61
O: -2.5250 0.7777 -5.0133  0.12
O: -2.1106 -1.4414 -4.7171  0.03
C: -1.5466 -1.2213 -3.4274  -0.02
H: -4.1245 0.8673 -7.0021  0.09
H: -3.8895 -0.2930 -8.3022  0.09
H: -2.5817 0.8370 -7.8046  0.10
H: -0.6157 -0.6611 -3.4713  0.10
H: -1.4427 -2.1015 -2.7973  0.09
H: -2.2772 -0.6557 -2.8429  0.08

Properties
Electronic energy   -4133.6618 hartree
Net charge   0
Spin multiplicity   1